DFT (wB97M-V/def2-TZVPD) results for a cluster of 5 separate species, C44H64F32N3O12Si in total in a non-equilibrium geometry.

Kohn-Sham gap	8.756	eV
total energy	-6266.63571	a.u.
charge	+1
E_LUMO	-3.31	eV
2S+1	1
molar mass	1463.03	Da

```
156
Properties=species:S:1:pos:R:3:forces:R:3:mulliken_charge:R:1
C 9.43532 0.19705 3.23819 -0.4 -0.6 0.7 -0.8845
C 8.22445 1.29437 3.44807 2.3 0.5 1.8 -0.0915
N 7.06351 0.56568 4.06659 -1.5 2.1 -1.5 -0.1043
C 5.73903 0.83589 3.38575 2.0 -2.1 -1.3 -1.0547
C 4.96682 -0.59290 3.28778 1.4 -1.0 -1.0 -0.3778
C 6.14788 -1.77217 3.17655 -1.0 -0.7 -0.6 -0.3845
C 5.39170 -3.16903 2.65491 -0.3 0.6 0.3 -0.4339
C 4.96511 -4.12876 3.94587 2.2 -2.2 3.6 0.4028
N 3.48241 -4.53387 4.00453 2.6 -0.2 -0.1 -0.4666
O 5.80328 -4.53384 4.90482 -4.8 3.0 -5.7 -0.5772
O 4.11641 -0.96867 4.40978 -0.1 2.3 -0.3 -0.1000
C 3.89033 0.12484 5.37011 1.3 0.2 0.9 -0.7164
C 2.81618 -0.32379 6.51454 0.2 -1.1 0.3 -0.8205
C 1.32116 -0.72198 6.04662 -2.1 0.0 1.8 -0.6704
O 1.12196 -1.11874 4.65480 -2.1 -1.1 0.2 0.0623
C -0.22609 -1.65437 4.39979 -5.1 2.7 0.3 0.4415
C -0.28018 -3.22426 3.82597 1.0 0.3 -0.6 -0.6021
O -1.35416 -0.92049 4.56900 7.9 -4.7 -0.8 -0.5402
C 3.68009 1.60754 4.70912 -2.4 0.3 2.3 0.8442
C 3.60285 2.66536 6.00561 0.0 -0.9 0.6 -0.9064
C 2.09438 3.01153 6.50817 -0.1 1.1 1.7 -0.4224
O 1.55587 4.27686 5.90694 1.4 -1.1 1.7 -0.2017
C 1.62742 5.38412 6.87294 -1.6 1.9 0.0 -0.3223
C 0.30828 5.39426 7.88662 1.0 0.0 -0.4 -0.8612
C 2.33996 1.84302 3.83010 -0.6 0.9 -1.3 -0.4333
C 2.30997 1.21668 2.32036 -1.4 -1.5 1.0 0.4296
O 0.92741 1.46920 1.79352 2.8 1.4 -0.7 -0.4434
Si 0.92168 2.80181 0.64888 -2.1 0.3 -0.6 1.0676
C 2.14746 2.60406 -0.83289 0.8 -0.6 -0.1 -0.7566
C -0.87141 2.80092 -0.15397 -0.9 -0.9 0.5 -0.9120
C 1.05571 4.55324 1.52845 -0.5 0.2 0.2 -0.5982
N 4.99472 1.97202 4.03694 0.2 1.8 0.3 0.9632
C 4.89740 3.23685 3.15603 1.0 2.2 -0.9 0.0708
C 6.33132 4.09839 3.22613 4.2 2.4 3.9 0.0821
O 6.89675 4.52213 4.35891 -4.3 -3.1 -7.1 -0.4849
O 7.03196 4.48368 1.95780 -2.1 -2.5 2.9 -0.4786
H 9.22735 -0.66680 4.03549 0.4 1.9 -1.7 0.2448
H 9.38860 -0.32123 2.18976 0.3 1.2 1.9 0.2515
H 10.49632 0.62808 3.51917 -2.2 -0.7 -1.0 0.3253
H 8.62409 2.05860 4.27363 -0.7 -1.4 -2.0 0.2830
H 7.98119 1.94257 2.50614 0.3 -1.6 1.7 -0.0677
H 7.01828 0.64084 5.10425 0.1 0.0 -1.2 0.3896
H 5.95605 1.18071 2.26321 -0.4 -1.0 2.5 0.4645
H 4.42803 -0.62145 2.22281 0.6 0.1 2.6 0.2617
H 6.62634 -2.03926 4.21037 -0.8 0.9 -2.1 0.2416
H 6.94817 -1.44709 2.35336 -1.7 -0.7 2.0 0.1476
H 4.39621 -2.83229 2.09072 2.2 -1.1 1.1 0.1677
H 6.14444 -3.70086 1.91747 -1.8 0.7 1.7 0.3937
H 3.32082 -5.26759 3.27887 0.1 1.0 0.5 0.2757
H 3.25010 -4.97563 4.92589 0.8 0.5 -1.0 0.2885
H 4.92620 0.21023 5.96606 -2.0 0.1 -1.0 0.2925
H 3.28321 -1.29579 7.03077 -0.9 2.1 -1.4 0.5403
H 2.70765 0.44815 7.41937 0.4 -1.5 -2.3 0.2552
H 0.51396 0.12688 6.27756 1.9 -1.6 -0.4 0.3178
H 0.97254 -1.64694 6.71646 0.9 2.0 -1.3 0.4102
H -0.73039 -3.27839 2.72787 0.8 0.5 2.5 0.2322
H -0.93020 -3.92596 4.50279 1.3 1.7 -1.1 0.3117
H 0.83034 -3.64527 3.72783 -2.4 1.0 0.5 0.0398
H 4.19056 3.65910 5.81865 -1.2 -1.7 0.1 0.3753
H 4.17403 2.11053 6.89255 -1.2 1.3 -1.8 0.3400
H 1.30660 2.15251 6.40934 1.7 1.7 -0.2 -0.1827
H 2.16691 3.25065 7.67564 0.0 -0.8 -2.4 0.4038
H 1.53486 6.39079 6.24201 0.4 -2.3 1.1 0.2954
H 2.62078 5.44525 7.48842 -1.7 -0.4 -1.2 0.2900
H 0.50134 4.54251 8.66790 -0.9 1.7 -1.3 0.2372
H 0.27965 6.44465 8.40732 0.1 -2.1 -0.8 0.3513
H -0.69998 5.26812 7.28124 2.3 0.0 1.3 0.2341
H 2.16132 3.01726 3.70280 0.5 -2.5 0.5 -0.0742
H 1.33390 1.46041 4.34353 2.6 0.6 -1.0 0.0865
H 3.12497 1.61648 1.58560 -1.3 -0.7 1.4 -0.4292
H 2.36081 0.03074 2.44811 0.2 2.6 -0.5 -0.3485
H 2.76527 3.60270 -0.90734 -1.1 -2.1 -0.2 0.0569
H 2.85777 1.66583 -0.64439 -1.3 2.1 -0.6 0.2728
H 1.51657 2.38114 -1.81001 1.5 0.6 2.0 0.2931
H -1.32315 3.88338 -0.21036 0.9 -2.2 -0.1 0.3016
H -0.88877 2.24846 -1.19679 0.0 1.3 2.1 0.0612
H -1.56375 2.16098 0.57691 1.3 1.4 -1.6 0.2592
H 0.19925 5.24903 1.07362 2.1 -1.5 0.9 0.1501
H 2.10353 5.04420 1.35431 -2.0 -0.7 0.6 0.2025
H 0.77071 4.38460 2.65175 0.8 0.6 -1.9 0.0922
H 5.62661 2.29245 4.83438 -0.8 -0.5 -1.0 0.9282
H 4.09128 4.00792 3.58179 1.7 -2.0 -1.0 0.2392
H 4.75143 2.99350 2.02041 -0.1 0.3 2.4 0.3875
H 7.15351 3.64483 1.42365 -0.4 1.3 0.6 0.3780
C -2.25977 -2.72396 -4.33157 -0.6 -1.0 -0.3 -0.7632
C -2.65671 -1.32689 -4.83143 -0.8 -0.1 0.8 0.8975
C -1.52403 -0.52667 -5.46338 0.2 0.9 -0.7 0.0727
F -0.51858 -0.28407 -4.59334 -0.2 0.2 -0.3 -0.1767
F -1.97049 0.69007 -5.87661 -0.2 -0.3 0.1 -0.2853
F -3.24348 -0.63853 -3.81557 0.4 0.0 -0.3 -0.2657
F -3.63550 -1.49907 -5.77548 0.7 0.0 0.0 -0.3453
O -1.97884 -2.83394 -2.93393 1.7 1.2 0.2 -0.3042
C -0.64660 -2.49750 -2.54931 -0.9 -1.5 -1.4 0.6350
C -0.58705 -1.28258 -1.61651 -0.2 0.9 0.4 0.2957
F -1.11641 -0.17739 -2.19988 0.1 -0.6 0.3 -0.2123
F 0.69767 -0.97256 -1.29706 -0.1 -0.4 -0.2 -0.2654
F 0.11524 -2.34931 -3.65967 0.2 -0.1 1.0 -0.2706
F -0.16023 -3.59460 -1.90809 -0.1 0.7 0.2 -0.3005
H -3.13580 -3.36680 -4.48096 0.1 0.4 0.1 0.5018
H -1.47701 -3.18451 -4.94593 0.0 0.4 0.2 0.3145
H -1.11351 -1.04165 -6.33675 -0.1 -0.1 0.1 0.2479
H -1.13640 -1.47102 -0.69017 0.0 -0.2 -0.1 0.2241
C -7.07994 -4.98579 -0.56974 -0.2 0.1 1.1 -0.7733
C -7.65953 -4.29772 -1.81466 0.4 0.9 0.5 0.9369
C -7.86061 -5.21224 -3.01712 -0.4 -0.2 -0.8 0.1055
F -6.69948 -5.74720 -3.45571 -0.4 0.2 -0.1 -0.2027
F -8.37839 -4.51710 -4.06556 0.0 0.2 0.2 -0.2668
F -6.88767 -3.22366 -2.13207 -0.2 -0.4 -0.2 -0.2537
F -8.88019 -3.78437 -1.46054 0.2 -0.6 -0.3 -0.3330
O -5.67122 -4.84171 -0.37178 0.6 -1.0 -1.6 -0.3928
C -4.85597 -5.78220 -1.06951 -1.6 -0.2 1.5 0.6384
C -3.93622 -5.11979 -2.10147 0.5 0.4 -0.4 0.6009
F -4.64402 -4.44310 -3.04121 0.1 -0.1 0.4 -0.2187
F -3.19876 -6.04768 -2.76768 -0.3 0.0 0.4 -0.2962
F -5.64348 -6.74587 -1.60472 1.0 0.1 0.2 -0.2709
F -4.10797 -6.40021 -0.11562 0.1 0.4 -0.6 -0.2905
H -7.52587 -4.48374 0.29748 0.2 0.1 -0.3 0.4296
H -7.40389 -6.02910 -0.47582 0.1 0.2 -0.3 0.3305
H -8.55439 -6.02557 -2.78551 0.0 0.1 0.2 0.2645
H -3.25142 -4.41483 -1.62241 -0.2 -0.1 0.1 0.0103
C -9.22945 -3.98251 -8.37192 0.2 1.1 -0.2 -0.7798
C -10.29103 -4.74362 -7.56387 -0.6 0.4 -0.8 0.8965
C -9.77845 -5.98266 -6.83947 -0.1 -0.8 0.7 0.4105
F -9.29417 -6.91286 -7.69208 -0.3 0.1 0.4 -0.2357
F -10.78543 -6.58556 -6.15169 -0.1 0.3 -0.1 -0.2807
F -11.34124 -5.04235 -8.37501 0.4 -0.1 0.3 -0.2758
F -10.78387 -3.87442 -6.62551 0.5 -0.4 0.1 -0.3162
O -9.19057 -4.25920 -9.77419 0.5 -1.9 0.2 -0.4087
C -8.42259 -5.40107 -10.15146 0.5 1.9 0.9 0.7761
C -9.27127 -6.49757 -10.80500 -0.6 -0.7 -0.3 0.1939
F -10.24577 -6.94022 -9.97049 0.3 0.4 -0.3 -0.2071
F -8.51294 -7.58076 -11.12170 0.2 0.5 0.1 -0.2536
F -7.72251 -5.84301 -9.07915 0.1 -0.2 -0.9 -0.2694
F -7.49664 -4.94551 -11.03827 -0.6 -0.5 0.0 -0.2973
H -9.49907 -2.92089 -8.31489 -0.2 -0.3 -0.1 0.4409
H -8.23427 -4.03493 -7.91461 -0.3 -0.3 0.0 0.3585
H -8.99498 -5.72631 -6.12048 0.0 0.2 -0.1 0.0018
H -9.74916 -6.13282 -11.71822 0.2 0.2 0.1 0.2431
C 1.28182 7.10974 -4.89310 -0.5 0.3 -1.0 -0.6483
C 2.71113 7.12533 -4.33092 -0.2 1.1 -0.1 0.7950
C 3.10324 5.88135 -3.54259 0.8 -0.5 0.3 0.0620
F 2.32897 5.70034 -2.44965 0.4 0.0 -0.1 -0.1342
F 4.38162 5.98545 -3.08931 -0.1 0.2 -0.2 -0.2996
F 2.89002 8.25540 -3.59535 0.0 -0.5 0.0 -0.2680
F 3.56341 7.23991 -5.39835 -0.2 -0.5 0.3 -0.3309
O 0.29856 7.81026 -4.12701 0.1 -1.2 1.6 -0.3988
C -0.28878 7.06744 -3.05966 -0.2 -0.1 -2.3 0.7023
C 0.00772 7.67176 -1.68250 0.3 0.5 0.7 0.1974
F 1.34122 7.72343 -1.43531 -0.5 0.1 -0.2 -0.2002
F -0.54001 6.92126 -0.68982 -0.1 -0.1 -0.5 -0.2168
F 0.08611 5.76944 -3.15921 -0.6 0.4 0.5 -0.2129
F -1.62933 7.08638 -3.29185 0.6 0.2 0.6 -0.3050
H 1.31761 7.65288 -5.84531 0.1 0.1 0.3 0.4232
H 0.94808 6.10201 -5.16760 0.2 0.1 0.3 0.3259
H 3.04556 4.98310 -4.16412 -0.1 0.1 -0.1 0.2872
H -0.38930 8.68755 -1.60531 -0.1 -0.1 -0.2 0.2197
```
Forces are in eV/Å.